No. 1
66
Properties=species:S:1:pos:R:3:forces:R:3 method="wB97M-V/def2-TZVPD" e_above_lowest_kj_mol=213.3 spin_multiplicity=6 homo_ev="-5.7 / -5.7" homo_lumo_gap_ev="7.394 / 6.049" molar_mass_g_mol=846.21 total_charge=-1 e_tot_ev=-80855.9943
Ru -0.238 0.528 0.165 1.466 -1.919 0.116
F 3.226 4.359 -1.326 0.043 0.002 0.004
C 1.975 4.020 -0.972 -0.009 -0.013 -0.064
C 1.652 2.687 -0.822 -0.022 -0.096 -0.032
C 0.353 2.359 -0.462 -0.197 0.471 0.260
C -0.611 3.374 -0.256 -0.172 -0.263 -0.043
C -0.213 4.689 -0.414 -0.011 0.105 -0.028
F -1.091 5.698 -0.208 -0.017 0.053 0.012
C 1.071 5.042 -0.766 0.037 0.126 0.003
C -1.964 2.925 0.128 0.224 0.011 -0.095
C -3.110 3.704 0.211 -0.141 0.104 0.032
C -4.312 3.106 0.553 0.060 0.009 -0.018
C -4.363 1.743 0.796 -0.122 0.087 0.027
C -3.195 1.020 0.692 0.133 -0.097 -0.002
N -2.035 1.599 0.370 -0.286 0.153 0.078
H 2.406 1.922 -0.942 0.001 0.005 0.063
H 1.359 6.080 -0.857 -0.025 -0.046 -0.031
H -3.059 4.759 -0.002 -0.008 -0.017 0.035
H -5.210 3.707 0.623 0.015 -0.001 -0.021
H -5.283 1.238 1.051 0.015 0.006 0.008
H -3.163 -0.050 0.841 0.033 -0.010 0.018
O 3.621 -9.437 -0.599 0.017 0.029 0.004
C 3.362 -8.673 0.493 -0.032 0.082 -0.131
O 3.437 -9.168 1.582 -0.007 0.005 0.116
C 2.980 -7.247 0.241 0.094 -0.144 0.025
C 3.188 -6.608 -0.980 0.016 0.113 -0.110
C 2.797 -5.294 -1.163 0.042 -0.184 -0.051
C 2.186 -4.582 -0.122 -0.120 0.184 0.008
S 1.656 -2.951 -0.371 0.090 -0.399 -0.229
C 2.017 -5.220 1.117 0.014 -0.066 0.046
C 2.409 -6.534 1.291 -0.113 0.102 0.102
H 3.456 -8.927 -1.399 -0.030 -0.006 -0.014
H 3.681 -7.113 -1.804 0.011 0.023 -0.012
H 2.964 -4.797 -2.110 -0.052 -0.024 0.031
H 1.573 -4.662 1.932 0.002 -0.032 -0.054
H 2.276 -7.037 2.240 0.003 0.030 -0.008
C -7.521 -3.287 0.383 0.133 -0.017 -0.020
C -6.045 -3.029 0.180 -0.044 -0.010 0.031
C -5.160 -3.063 1.250 -0.014 0.006 0.017
C -3.792 -2.852 1.081 0.006 -0.035 0.158
C -2.848 -2.934 2.257 -0.086 0.081 -0.006
C -3.314 -2.567 -0.197 -0.090 0.094 -0.110
C -4.178 -2.548 -1.296 -0.047 0.049 -0.005
C -3.648 -2.296 -2.686 -0.043 0.002 0.082
C -5.534 -2.784 -1.090 0.011 0.026 -0.022
C -1.841 -2.270 -0.393 -0.071 -0.152 -0.028
O -1.056 -3.205 -0.288 0.133 0.221 -0.089
O -1.598 -1.037 -0.681 0.397 0.299 -0.221
H -7.807 -3.122 1.422 -0.002 0.004 -0.026
H -7.775 -4.320 0.130 0.000 0.029 0.005
H -8.128 -2.636 -0.249 0.014 -0.010 0.018
H -5.541 -3.263 2.249 0.030 -0.001 -0.049
H -3.386 -3.217 3.163 -0.002 0.008 -0.031
H -2.334 -1.986 2.435 -0.012 -0.068 -0.052
H -2.065 -3.668 2.063 -0.022 0.003 -0.007
H -3.087 -1.363 -2.726 -0.001 -0.003 0.008
H -4.463 -2.252 -3.410 0.015 -0.013 0.014
H -2.965 -3.094 -2.985 0.001 0.019 0.007
H -6.207 -2.768 -1.944 0.033 -0.003 0.042
F 2.545 -0.458 3.692 0.196 -0.283 0.884
Te 2.037 -0.618 1.852 0.814 0.598 1.956
F 3.294 0.783 1.721 0.183 0.289 -0.439
F -0.491 -0.778 1.707 -0.700 0.236 -0.342
F 0.968 1.070 2.259 -0.382 0.254 -0.142
F 3.654 -1.549 1.406 0.546 -0.700 -0.254
O 1.547 -0.070 0.008 -1.949 0.690 -1.428

=====

No. 2
36
Properties=species:S:1:pos:R:3:forces:R:3 method="wB97M-V/def2-TZVPD" e_above_lowest_kj_mol=197.5 spin_multiplicity=1 homo_ev=-12.6 homo_lumo_gap_ev=9.819 molar_mass_g_mol=205.32 total_charge=+1 e_tot_ev=-16895.4182
C 2.752 1.365 0.248 0.465 -1.653 0.123
C 1.599 1.323 0.873 -0.321 0.452 -0.191
C -3.432 -0.308 0.854 0.992 2.079 -1.643
C -2.292 -0.840 1.248 -1.065 -0.512 1.629
C 3.380 0.303 -0.576 -0.350 -0.931 -0.546
C 2.331 -0.734 -1.101 1.646 -0.913 -0.123
C 1.761 -1.795 -0.042 1.543 2.498 -0.173
C 1.448 -1.125 1.314 0.120 -1.711 -0.351
C -2.537 1.413 -0.955 0.988 -1.216 0.439
C -1.206 1.520 -0.091 -2.491 -1.720 3.140
C -2.142 -1.011 -0.967 -0.770 -1.721 -3.133
C 0.715 0.157 1.157 -2.444 0.991 0.699
C -3.223 0.041 -0.720 1.199 -0.063 3.358
C -0.403 0.163 0.145 0.537 1.867 -2.811
O -1.326 -1.020 0.220 -0.058 0.018 0.344
H 3.360 2.185 0.462 0.732 1.689 -0.250
H 1.283 2.258 1.258 -0.345 0.654 0.809
H -4.129 0.222 1.525 0.035 -1.036 -0.456
H -1.988 -1.292 2.171 0.203 0.272 0.383
H 3.879 0.843 -1.404 -0.289 -0.551 0.106
H 4.178 -0.252 -0.076 0.091 0.238 0.275
H 1.572 -0.105 -1.585 0.150 -0.648 -0.200
H 2.861 -1.390 -1.861 -0.834 1.024 0.494
H 0.867 -2.125 -0.477 -1.213 -1.159 -0.616
H 2.517 -2.585 0.037 -0.488 0.057 0.161
H 0.928 -1.849 2.013 0.766 0.863 -0.649
H 2.391 -0.770 1.682 0.558 -0.544 0.940
H -3.234 2.231 -0.705 0.538 -0.206 -0.523
H -2.269 1.297 -2.044 -0.354 1.048 0.942
H -0.504 2.021 -0.625 1.895 2.130 -1.351
H -1.411 2.061 0.921 0.360 -0.956 -1.795
H -2.443 -2.132 -1.124 0.313 2.315 0.197
H -1.457 -0.629 -1.756 -0.608 -0.948 0.236
H 0.215 0.461 2.096 0.328 -0.379 0.101
H -4.130 0.068 -1.251 -0.993 -0.881 -0.852
H 0.091 0.030 -0.863 -0.838 -0.444 1.287

=====

No. 3
24
Properties=species:S:1:pos:R:3:forces:R:3 method="wB97M-V/def2-TZVPD" e_above_lowest_kj_mol=264.8 spin_multiplicity=1 homo_ev=-12.9 homo_lumo_gap_ev=10.222 molar_mass_g_mol=157.20 total_charge=+1 e_tot_ev=-14328.0123 smiles="NCN[C@@]12NCNC1=[NH+]CN2"
C -2.221 -0.744 0.090 -0.201 -0.093 -0.471
C 0.957 2.106 0.006 3.096 3.992 2.684
C 1.724 -1.093 -0.420 -2.532 -4.301 -1.064
C -0.310 0.317 -0.780 1.081 -0.718 2.071
C -0.339 0.403 0.763 -0.369 -0.714 -0.037
N -1.694 0.076 -1.043 -0.437 -0.396 -1.900
N 0.177 1.693 -1.027 -1.089 -2.777 -2.619
N -1.381 -0.292 1.239 0.409 0.306 -1.629
N 0.509 1.314 1.222 -2.327 -1.983 0.784
N 0.509 -0.813 -1.194 -0.314 0.736 -2.327
N 1.126 -1.477 0.869 0.306 -1.357 1.148
H -3.214 -0.402 0.296 -0.733 0.209 0.104
H -2.336 -1.863 -0.047 0.965 1.075 0.048
H 2.037 1.955 -0.185 -0.467 -0.603 0.239
H 1.010 3.259 0.276 -0.974 -2.222 -0.708
H 2.239 -2.031 -0.934 -0.547 2.404 0.855
H 2.289 -0.259 -0.185 1.816 1.425 -0.166
H -1.850 -0.267 -2.055 0.049 0.294 2.520
H -0.663 2.079 -1.360 -0.793 2.167 0.163
H -1.776 -0.333 2.165 0.335 0.248 0.142
H 0.586 1.201 2.254 0.950 1.450 -1.125
H 0.504 -0.837 -2.262 0.723 -0.076 2.110
H 0.269 -2.096 0.829 1.876 0.607 -0.444
H 1.848 -1.896 1.483 -0.822 0.328 -0.377